Here is a cluster of 15 separate species, C62H99NO28 in total at a distorted geometry from OMol25. Energies are from ωB97M-V/def2-TZVPD.

The spin multiplicity is 1. The net charge is 0. The frontier orbital gap is 8.9 eV. The calculation puts the LUMO energy at -0.3 eV. The calculated total energy is -4583.3904 Ha. The calculation puts the HOMO energy at -0.3398 Ha.

XYZ file:
```
190
C62H99NO28 ωB97M-V/def2-TZVPD
O 2.54087 -1.53792 5.20521
O -5.48927 5.49708 -1.08643
O 6.50724 -1.60065 -1.28703
O 1.81189 -3.51909 -1.87511
O -1.24382 -4.84027 2.40924
O -3.90179 -2.84096 -4.63925
O 4.35694 1.74586 -4.30379
O 3.22372 -2.35381 3.12039
O -6.27920 -2.57114 3.09019
O -5.28291 4.49226 0.96124
O 5.50163 -3.52621 -1.40448
O -6.24958 0.63504 -4.62518
O -0.73903 -3.70845 -5.11594
O -2.71027 -3.69527 3.68435
O -0.79033 3.63160 -3.87228
O -3.71794 -1.56693 -2.87071
O 9.09424 1.72706 0.16208
O -4.89620 2.13213 -3.65731
O -1.63900 1.95973 4.91501
O 1.32747 -5.50167 -2.87741
O 0.25800 -2.11522 -6.44498
O 7.24842 2.40059 -1.05923
O 2.49337 2.98153 1.75387
O -8.22357 -1.98916 4.02354
O -3.83894 2.03325 4.60136
O 3.37725 -0.28419 -3.84478
O 0.09587 4.61824 -2.12425
O 3.91930 4.26385 2.97973
N -0.13727 -0.01144 0.32611
C -4.24054 3.84427 1.70228
C -5.84541 -2.29693 -3.17825
C -4.80258 4.92288 -0.25469
C 1.38898 4.92509 -1.54547
C 4.44526 0.53146 -4.10991
C 0.42028 3.74407 2.38628
C -2.95024 4.27682 1.02947
C -6.54480 -0.29722 3.49326
C -5.51376 2.62436 -5.85179
C 1.00630 -0.97037 0.19782
C 0.29890 -6.50334 -2.96471
C 3.77362 -1.66197 -3.65228
C -1.53423 1.80964 7.30976
C -0.52655 -6.22527 -1.71147
C -2.91570 1.87707 5.39423
C 5.58922 -2.70030 0.80725
C 7.84306 1.89491 0.07765
C -0.40647 -2.54064 -5.29132
C 1.03720 -4.48208 -2.07135
C -0.73056 2.01135 6.02465
C -0.37089 -3.85193 4.36613
C 5.68737 -0.27219 -4.18014
C 3.08331 -1.39238 3.89433
C -1.56378 1.44306 -1.12696
C -0.78349 0.12127 -0.99412
C -0.28746 -4.73559 -1.46822
C 4.84268 -4.51632 -0.61067
C 0.18681 -4.91102 2.29861
C -5.06952 -0.61870 3.19875
C 2.36354 3.89490 -2.12880
C 4.62396 -3.92126 0.72237
C -1.56659 -4.09471 3.49746
C -0.33704 -0.23955 -5.28490
C -1.16717 -0.46364 1.33498
C 2.27686 -0.36393 -0.38022
C 2.75350 3.90051 2.70898
C 5.11667 -1.71576 -4.28394
C 1.45757 4.35453 3.37094
C 5.83587 2.39432 -1.01988
C -5.21241 -1.87260 2.43975
C -4.22430 3.40661 -4.01103
C 0.73385 -4.69119 3.72467
C -7.10955 -1.68284 3.60284
C 2.67370 0.73568 4.67822
C 0.18762 3.80200 -3.15498
C -0.69477 -0.36380 2.75057
C 5.55418 2.25342 0.45397
C -4.16998 3.35625 -5.56366
C -4.43917 -2.23853 -3.68120
C 2.48260 -0.28626 5.79733
C 6.77797 1.57840 1.10210
C 1.14220 2.63618 1.65156
C -5.74689 -1.72643 -1.75636
C 1.60410 3.15380 -3.27507
C -4.44100 -0.95937 -1.74378
C 0.53596 -0.76227 -6.42236
C 3.53862 0.05991 3.67422
C -5.59894 1.64648 -4.69564
C -3.32623 4.64016 -0.36795
C -0.61250 -1.37494 -4.33343
C 5.94648 -2.52081 -0.69043
C -3.00690 1.57955 6.83928
H 5.45608 3.31003 -1.47301
H -0.30665 -6.39190 -3.86415
H 0.93740 -5.61554 4.26526
H -6.63173 -1.24705 -1.33759
H 0.76449 -1.88184 -0.34883
H -1.16107 1.05280 7.99972
H 4.60278 0.14483 3.89425
H -0.12619 -2.80955 4.16198
H 6.71274 0.49039 1.09222
H 5.07425 -1.80132 1.14596
H 5.73722 -2.42618 -3.73774
H 1.44582 3.93906 4.37859
H 3.16170 -2.40677 -4.16112
H 1.30616 5.43187 3.43807
H -3.35774 2.72876 -5.93058
H 0.47074 -5.85335 1.83011
H 1.63451 5.96578 -1.75705
H -0.00769 0.12777 -1.75974
H -3.22875 3.47515 -3.57254
H 1.43330 4.85726 -0.45848
H 6.19431 -0.05876 -3.23909
H 1.09771 1.73818 2.26776
H 6.32984 0.12852 -4.96421
H -1.58625 -1.43882 -3.84781
H -0.48082 0.67024 3.02090
H 3.92148 -4.94092 -1.00968
H 5.40905 1.54444 -1.55246
H 2.09658 3.33760 -4.22995
H -2.21332 1.67698 -0.28347
H -6.41767 3.23141 -5.80147
H 5.62053 -5.27652 -0.53893
H -3.38401 0.59071 7.10027
H -4.30613 -2.47620 2.39054
H 4.65177 1.64719 0.53304
H -3.89511 -1.02119 -0.80235
H -1.42753 -0.74616 -1.13866
H 3.26104 4.35212 -2.54535
H 1.57392 -0.53105 -6.18305
H 4.93176 -4.65718 1.46518
H 0.25587 -1.52367 -3.69161
H -1.43930 -1.51033 1.19905
H -2.14408 1.53856 -2.04469
H -4.55324 0.09020 -2.01564
H 0.93105 2.55423 0.58535
H -2.10893 0.06545 1.18919
H -1.50189 -0.60692 3.44162
H 1.23103 -1.40037 1.17387
H 2.06287 -0.14885 -1.42715
H -0.37374 -4.38023 -0.44140
H 0.55622 -4.07848 1.69987
H 0.26790 0.45498 -4.70201
H -2.26089 3.43295 1.05726
H -4.83783 4.22614 -3.63680
H -4.50698 0.04291 2.54003
H -5.54847 2.02862 -6.76393
H 3.09615 1.68097 5.01889
H 3.26957 -0.25771 6.55096
H -2.51727 5.15171 1.51444
H 5.39886 3.25803 0.84731
H -3.26344 3.84814 -1.11419
H -6.57188 -1.70594 -3.73601
H 3.11390 -1.03756 -0.19661
H 1.67952 2.06841 -3.20911
H 7.01908 1.92355 2.10751
H 2.53413 0.59069 0.07868
H -5.45464 -1.59998 1.41257
H -1.58600 -6.44024 -1.85092
H 5.00594 -2.09593 -5.29946
H 3.40242 0.41481 2.65265
H -4.23705 4.06111 2.77049
H 2.62003 3.22113 -1.31129
H -6.17954 -3.33266 -3.11742
H -1.27551 0.25242 -5.54050
H 0.71285 -7.51165 -2.95740
H 1.73805 1.07583 4.23441
H 0.22984 -0.35037 -7.38398
H -0.18161 -6.76289 -0.82824
H 3.74583 -1.85605 -2.58006
H -4.06162 4.38348 -5.91176
H -0.88561 2.29401 -1.06308
H 6.41640 -2.74129 1.51590
H -3.60524 2.29336 7.40546
H -1.01791 -4.22897 -2.09899
H -5.58112 -2.58484 -1.10539
H -6.74318 0.29673 4.38543
H 1.63427 -4.07996 3.66341
H -0.14149 2.92565 5.95280
H -0.04535 4.46232 1.71144
H -0.46158 3.40850 2.93201
H 1.51444 -0.16387 6.28293
H -0.56051 -3.96133 5.43392
H -1.50934 2.73883 7.87904
H -2.68037 5.45361 -0.69848
H 3.55789 -3.71904 0.82582
H -4.33591 2.76068 1.63286
H -4.44953 -0.83674 4.06833
H -6.93069 0.20808 2.60790
H -0.01452 1.19148 6.08112
H 0.19169 -0.96312 2.95819
```

Results of the Mulliken charge analysis, in e, for atoms 1 through 2: -0.40, -0.61